(1)
{
  "formula": "C3H6O3",
  "method": "ωB97M-V/def2-TZVPD",
  "species": ["O", "C", "C", "O", "C", "O", "H", "H", "H", "H", "H", "H"],
  "coordinates": [[2.15168, 0.23791, -0.64500], [1.10345, -0.54988, -0.14406], [-0.22550, 0.18483, 0.00089], [-0.05994, 1.53865, 0.23734], [-1.41629, -0.50020, 0.48432], [-1.35520, 0.02270, -0.85291], [1.85100, 1.15717, -0.64726], [1.38164, -0.94499, 0.84932], [0.93926, -1.41254, -0.80080], [-0.87891, 1.86642, -0.17148], [-2.05744, -0.01464, 1.22098], [-1.43376, -1.58542, 0.46867]],
  "atomic_forces_ev_per_a": [[-0.1, 0.2, -0.2], [-0.3, -0.2, 0.0], [0.1, -0.2, 0.0], [-0.2, 0.1, 0.1], [-0.1, -0.3, 0.3], [0.4, -0.3, -0.3], [0.1, -0.1, 0.1], [-0.1, 0.2, -0.2], [0.0, 0.1, 0.0], [0.3, 0.5, 0.3], [0.0, 0.0, -0.4], [0.0, 0.0, 0.3]],
  "lowdin_charge": [-0.04, -0.16, -0.52, 0.05, -0.05, 0.00, 0.08, 0.13, 0.13, 0.13, 0.12, 0.12],
  "mol_weight_g_mol": 90.1,
  "energy_ev": -9349.0287,
  "homo_lumo_gap_ev": 11.20
}

***

(2)
{
  "formula": "CHNO4S",
  "method": "ωB97M-V/def2-TZVPD",
  "species": ["O", "C", "N", "S", "O", "O", "O", "H"],
  "coordinates": [[-1.46299, 1.44962, 0.00687], [-1.38956, 0.20589, -0.04624], [-0.47445, -0.66757, 0.15117], [1.15136, -0.22569, 0.06410], [1.46737, 0.53542, 1.30709], [1.89146, -1.49945, -0.03613], [1.37546, 0.52980, -1.17447], [-2.55865, -0.32803, -0.27240]],
  "atomic_forces_ev_per_a": [[0.1, -0.3, -0.3], [-3.2, 0.9, 0.1], [1.3, -1.2, -0.6], [0.3, 0.2, 0.6], [-0.1, -0.6, -1.0], [-0.4, 0.0, 0.6], [-0.3, 0.4, 0.1], [2.2, 0.6, 0.5]],
  "lowdin_charge": [-0.17, -0.68, -0.15, 0.32, -0.46, -0.48, -0.44, 0.08],
  "mol_weight_g_mol": 123.1,
  "energy_ev": -21567.3558,
  "homo_lumo_gap_ev": 7.03,
  "charge": -2
}

***

(3)
{
  "formula": "C8H8F3N3O",
  "method": "ωB97M-V/def2-TZVPD",
  "species": ["O", "C", "N", "C", "C", "F", "F", "F", "N", "C", "C", "C", "C", "N", "C", "H", "H", "H", "H", "H", "H", "H", "H"],
  "coordinates": [[0.66106, 1.43034, 0.35698], [0.70145, 0.22648, 0.44320], [1.86448, -0.43584, 0.79465], [3.10506, 0.28551, 0.82533], [3.98113, -0.06929, -0.37520], [4.26730, -1.38623, -0.39295], [5.14995, 0.57870, -0.35514], [3.39218, 0.20047, -1.54352], [-0.35497, -0.62573, 0.26701], [-1.67812, -0.29483, -0.03147], [-2.12703, 1.00725, -0.23793], [-3.46604, 1.20250, -0.53069], [-4.30650, 0.10268, -0.60760], [-3.88500, -1.13613, -0.41321], [-2.61308, -1.32817, -0.13488], [1.92254, -1.43955, 0.71942], [2.86123, 1.35260, 0.78276], [3.67501, 0.06387, 1.73359], [-0.18895, -1.61562, 0.38297], [-1.44087, 1.83473, -0.16904], [-3.84667, 2.19809, -0.69655], [-5.35864, 0.20803, -0.83309], [-2.31551, -2.35988, 0.01539]],
  "atomic_forces_ev_per_a": [[-0.2, 0.5, -0.1], [0.4, -0.5, 0.2], [0.1, -0.2, 0.0], [0.2, 0.1, -0.2], [-0.1, 0.0, 0.1], [0.0, -0.3, 0.1], [0.1, 0.2, 0.2], [-0.2, 0.1, -0.1], [-0.1, -0.4, 0.0], [-0.4, 0.3, -0.1], [0.0, 0.0, 0.0], [0.0, -0.3, 0.0], [-0.1, 0.3, -0.1], [-0.2, -0.3, 0.0], [0.4, 0.1, 0.1], [-0.1, 0.1, 0.0], [0.2, -0.2, 0.0], [0.0, 0.1, -0.1], [0.1, 0.2, 0.0], [0.0, 0.0, 0.0], [0.0, 0.1, 0.0], [-0.1, 0.1, 0.0], [0.2, -0.1, 0.0]],
  "lowdin_charge": [0.08, -0.52, 0.07, -0.07, -0.62, 0.12, 0.14, 0.15, 0.13, -0.20, 0.00, -0.05, -0.16, 0.05, -0.11, 0.14, 0.14, 0.14, 0.14, 0.10, 0.10, 0.10, 0.11],
  "mol_weight_g_mol": 219.2,
  "energy_ev": -23097.4420,
  "homo_lumo_gap_ev": 9.37
}

***

(4)
{
  "formula": "C23H41BF4FeP2",
  "method": "ωB97M-V/def2-TZVPD",
  "species": ["Fe", "C", "C", "C", "C", "C", "C", "H", "H", "H", "C", "H", "H", "H", "C", "H", "H", "H", "C", "H", "H", "H", "C", "H", "H", "H", "C", "C", "C", "C", "C", "C", "C", "C", "H", "H", "H", "H", "H", "H", "H", "H", "H", "H", "H", "H", "P", "C", "C", "P", "C", "C", "C", "H", "H", "H", "H", "H", "H", "H", "H", "H", "H", "H", "H", "H", "H", "F", "B", "F", "F", "F"],
  "coordinates": [[-0.43913, -0.30897, 2.03301], [-1.75813, -0.83167, 3.65358], [-1.38706, -1.96920, 2.82682], [0.49824, -1.24988, 4.00446], [-0.59289, -0.40919, 4.37655], [0.03840, -2.18381, 3.01928], [-3.14585, -0.38171, 3.94187], [-3.79054, -0.47350, 3.06108], [-3.16389, 0.66178, 4.27372], [-3.58858, -0.98663, 4.74596], [-0.57612, 0.59253, 5.47042], [-1.46234, 1.23733, 5.43162], [0.31617, 1.22478, 5.37673], [-0.54508, 0.10900, 6.46018], [1.82051, -1.29697, 4.67123], [1.77494, -1.83378, 5.63326], [2.18280, -0.28152, 4.86484], [2.56222, -1.80213, 4.04315], [0.82197, -3.34380, 2.52055], [0.71504, -4.19193, 3.21309], [1.88938, -3.10068, 2.46432], [0.48094, -3.66630, 1.53027], [-2.31819, -2.84872, 2.07078], [-2.60400, -3.73770, 2.65176], [-1.86057, -3.20694, 1.14034], [-3.24406, -2.32369, 1.80657], [-0.72411, 1.68588, 1.31023], [-1.92012, 0.94821, 1.25230], [-2.39949, 0.18103, 0.04458], [-1.26973, -0.58989, -0.72801], [-0.14088, -1.12565, 0.13007], [0.98733, -0.35088, 0.51876], [1.30029, 1.01168, -0.05907], [0.12878, 2.02353, 0.10395], [-2.91974, 0.85703, -0.65994], [-0.87096, 0.05423, -1.53147], [-3.16720, -0.54083, 0.38066], [-0.47467, 2.07286, -0.82074], [-0.56911, 2.35975, 2.15944], [-2.71084, 1.26010, 1.94141], [0.57931, 3.01382, 0.27669], [2.16360, 1.40281, 0.49860], [1.87046, -0.86984, 0.90668], [1.59830, 0.94417, -1.12026], [-1.75648, -1.44715, -1.22450], [0.01814, -2.20528, 0.04142], [-0.37187, 1.19186, -4.27827], [-0.46155, 3.03047, -4.29094], [-1.75217, 0.88796, -5.46118], [1.87548, -0.56846, -5.03644], [1.04787, 1.03648, -5.45836], [1.37724, -1.54465, -6.51890], [3.54926, -0.11015, -5.65114], [0.40590, 3.43325, -3.75503], [-1.38177, 3.33530, -3.77829], [-0.46560, 3.39785, -5.32476], [-1.64996, 1.53901, -6.33799], [-2.68701, 1.12270, -4.93710], [-1.77264, -0.16337, -5.76960], [3.49049, 0.26808, -6.67867], [4.18168, -1.00388, -5.61427], [3.97218, 0.65662, -4.99373], [1.75753, 1.86232, -5.29204], [0.70076, 1.05127, -6.50265], [1.98260, -2.45933, -6.52332], [1.56772, -0.97320, -7.43477], [0.31934, -1.82040, -6.45599], [1.53654, 1.32519, 3.03579], [2.41996, 2.38608, 3.48506], [2.63181, 2.16547, 4.86798], [3.61985, 2.25483, 2.75204], [1.75931, 3.61646, 3.24629]],
  "atomic_forces_ev_per_a": [[1.0, 0.7, 1.9], [0.7, -0.4, 1.4], [0.7, -0.7, 1.3], [0.2, -1.4, -0.3], [-1.9, -0.3, 0.1], [-0.8, -0.4, 1.1], [-0.4, 0.2, -0.1], [0.0, 0.0, 0.2], [0.0, -0.2, -0.1], [0.1, 0.1, -0.2], [0.2, 0.6, -0.1], [0.2, -0.2, 0.1], [-0.1, -0.1, 0.1], [0.0, 0.0, -0.3], [0.5, 0.4, -0.3], [-0.2, 0.1, -0.3], [0.0, -0.1, 0.1], [-0.1, 0.1, 0.2], [0.2, -0.2, -0.3], [0.0, 0.2, -0.2], [-0.2, -0.1, -0.1], [0.1, -0.1, 0.2], [-0.2, 0.0, -0.5], [0.2, 0.2, 0.0], [-0.1, 0.0, 0.2], [0.2, -0.1, 0.1], [-2.6, 1.7, -1.1], [0.5, 2.8, -0.8], [0.1, -0.6, -0.2], [-0.6, 0.2, -0.2], [2.7, 0.8, -1.6], [-0.2, -1.6, -3.6], [0.1, 0.8, 0.9], [0.6, -0.4, -0.1], [0.3, -0.1, 0.3], [0.0, -0.3, 0.3], [0.3, 0.3, -0.2], [0.1, -0.1, 0.5], [0.0, -0.5, 0.1], [0.5, -0.5, 0.3], [-0.3, -0.3, 0.0], [-0.2, -0.1, -0.2], [-0.4, -0.1, 0.2], [-0.2, -0.4, 0.3], [0.3, 0.4, 0.2], [-0.2, 0.2, 0.9], [0.0, 0.7, -0.6], [-0.2, 0.0, 0.2], [-0.1, -0.1, 0.3], [0.5, 0.2, -0.7], [-0.1, -0.4, 0.5], [0.0, -0.2, 0.2], [0.1, -0.2, 0.2], [-0.2, 0.0, -0.1], [0.2, 0.2, -0.1], [0.0, 0.1, 0.3], [-0.1, -0.2, 0.1], [0.1, -0.1, -0.3], [-0.1, 0.2, 0.0], [0.1, -0.1, 0.2], [0.1, 0.2, -0.1], [0.1, -0.1, -0.2], [-0.2, -0.3, 0.0], [0.2, 0.1, 0.3], [-0.2, 0.1, -0.1], [-0.1, -0.2, 0.1], [0.2, 0.0, -0.1], [-0.8, -0.7, -0.4], [0.9, 0.7, 0.4], [-0.3, 0.1, -0.8], [-1.0, 0.1, 0.4], [0.4, -1.0, 0.0]],
  "lowdin_charge": [0.86, -0.25, -0.24, -0.17, -0.19, -0.26, -0.02, 0.08, 0.09, 0.11, 0.02, 0.09, 0.09, 0.12, 0.03, 0.12, 0.09, 0.09, -0.01, 0.11, 0.09, 0.08, 0.01, 0.12, 0.09, 0.08, -0.10, -0.16, -0.14, -0.14, -0.14, -0.12, -0.13, -0.12, 0.14, 0.06, 0.11, 0.11, 0.14, 0.13, 0.14, 0.12, 0.14, 0.13, 0.13, 0.12, 0.76, -0.33, -0.31, 0.75, -0.61, -0.33, -0.33, 0.03, 0.03, 0.05, 0.04, 0.03, 0.03, 0.04, 0.03, 0.03, 0.05, 0.05, 0.04, 0.04, 0.02, 0.05, -1.17, 0.09, 0.10, 0.10],
  "mol_weight_g_mol": 522.2,
  "s_squared": 8.78,
  "spin_multiplicity": 6,
  "energy_ev": -89023.4835,
  "homo_lumo_gap_ev": [6.92, 4.17],
  "charge": 1
}